(1)
ORCA calculation (wB97M-V/def2-TZVPD) on the ion C4H12NOS with charge +1.

Output
Net charge: +1
2S+1: 1
Lowest unoccupied orbital energy, Eh: -0.116
Orbital gap, eV: 9.855
ΔE to the lowest compared entry with this formula, charge and spin, kcal/mol: 12.6
Molecular weight, g mol⁻¹: 122.21
HOMO, eV: -13.01
SMILES string: [NH3+][C@H](CO)CCS

Atoms and positions in Å:
C (0.2535, -1.6997, -0.7184)
O (-0.9386, -2.3435, -1.1234)
C (-0.1577, -0.2670, -0.3789)
C (0.8934, 0.4654, 0.4696)
C (1.1545, 1.8803, 0.0572)
S (-0.2304, 3.0219, 0.4095)
N (-1.3833, -0.5077, 0.5376)
H (1.1040, -1.6606, -1.3969)
H (0.5466, -2.1976, 0.2086)
H (-0.9836, -2.5554, -2.0588)
H (-0.6547, 0.3528, -1.1231)
H (1.8100, -0.1081, 0.3190)
H (0.6643, 0.2559, 1.5152)
H (1.2753, 1.9900, -0.9920)
H (2.0700, 2.2923, 0.4794)
H (-0.2674, 2.8105, 1.7336)
H (-2.1977, -0.8033, -0.0102)
H (-1.2616, -1.3158, 1.1508)
H (-1.6967, 0.3894, 0.9211)

(2)
ORCA calculation (wB97M-V/def2-TZVPD) on the molecule C4H12NP.

Output
2S+1: 1
Lowest unoccupied orbital energy, Eh: 0.033
Orbital gap, eV: 7.868
ΔE to the lowest compared entry with this formula, charge and spin, kcal/mol: 55.3
Molecular weight, g mol⁻¹: 105.12
HOMO, eV: -6.97
SMILES string: CC=P(C)(C)N

Atoms and positions in Å:
C (1.2578, 0.8052, -0.1873)
C (2.4315, -0.2014, -0.1382)
C (-1.6322, 1.4368, -0.1628)
C (-1.3234, -1.3458, -0.7890)
N (-0.4391, -0.4486, 1.5769)
P (-0.3268, 0.1259, -0.0068)
H (1.5380, 1.6387, -0.9020)
H (2.0282, -1.1803, 0.2854)
H (3.2185, 0.1955, 0.5340)
H (2.9246, -0.3615, -1.0721)
H (-1.1875, 2.5076, -0.0668)
H (-2.1598, 1.2458, -1.0810)
H (-2.3011, 1.4026, 0.6532)
H (-2.2572, -1.0981, -0.4708)
H (-1.0381, -1.3871, -1.8258)
H (-0.7471, -2.0439, -0.1946)
H (0.1302, 0.1479, 2.0645)
H (-0.1166, -1.4392, 1.7833)

(3)
ORCA calculation (wB97M-V/def2-TZVPD) on a cluster of 2 separate species, C4H12NS2 in total.

Output
Net charge: +1
2S+1: 1
Lowest unoccupied orbital energy, Eh: -0.177
Orbital gap, eV: 7.667
ΔE to the lowest compared entry with this formula, charge and spin, kcal/mol: 30.1
Molecular weight, g mol⁻¹: 138.28
HOMO, eV: -12.49

Atoms and positions in Å:
C (1.0810, 2.8517, -0.1356)
C (0.7808, 1.3648, 0.1316)
S (1.3699, 0.3343, -1.2591)
S (0.8237, -1.6074, -0.7552)
H (0.5786, 3.3035, -1.0019)
H (2.1323, 3.1396, -0.2186)
H (0.6988, 3.3555, 0.7899)
H (-0.2922, 1.1847, 0.1607)
H (1.2016, 0.9902, 1.0913)
H (-0.1999, -1.8078, -1.6385)
C (-2.8169, -0.6677, 0.3575)
C (-1.5715, -0.4660, 2.5034)
N (-1.5682, -0.6630, 1.2484)
H (-2.8022, -1.6364, -0.1393)
H (-2.7003, 0.0988, -0.4522)
H (-3.7128, -0.4229, 0.9376)
H (-2.5650, -0.1982, 2.9556)
H (-0.6217, -0.5446, 3.0624)
H (-0.6775, -0.9464, 0.8015)

(4)
ORCA calculation (wB97M-V/def2-TZVPD) on a cluster of 2 separate species, C4H12NS2 in total.

Output
Net charge: +1
2S+1: 1
Lowest unoccupied orbital energy, Eh: -0.192
Orbital gap, eV: 8.235
ΔE to the lowest compared entry with this formula, charge and spin, kcal/mol: 67.9
Molecular weight, g mol⁻¹: 138.28
HOMO, eV: -13.45

Atoms and positions in Å:
C (0.8125, 0.2268, 1.7968)
C (-0.5186, 1.7706, -1.4316)
C (0.3908, -1.3188, 1.7647)
C (0.0528, -1.4521, 0.3648)
N (0.1565, 0.5642, -1.9012)
S (1.1106, -1.9649, -0.8619)
S (-1.5717, -1.0387, -0.0916)
H (1.3386, 0.2586, 2.6792)
H (1.4581, 0.4813, 0.9721)
H (-0.1227, 0.8490, 2.0311)
H (-0.1004, 2.3396, -0.7136)
H (-0.8525, 2.5498, -2.1141)
H (-1.5973, 1.5277, -1.0292)
H (1.2315, -1.9628, 1.9651)
H (-0.3914, -1.5022, 2.4708)
H (0.8092, 1.0002, -2.5502)
H (-0.4909, 0.0138, -2.4379)
H (0.2401, -1.7975, -2.0388)
H (-1.9551, -0.5447, 1.1256)

(5)
ORCA calculation (wB97M-V/def2-TZVPD) on a cluster of 2 separate species, C4H12O in total.

Output
2S+1: 1
Lowest unoccupied orbital energy, Eh: 0.031
Orbital gap, eV: 11.339
ΔE to the lowest compared entry with this formula, charge and spin, kcal/mol: 26.5
Molecular weight, g mol⁻¹: 76.14
HOMO, eV: -10.51
SMILES string: CCC.CO

Atoms and positions in Å:
C (-0.4081, -1.0267, 1.3836)
C (-0.6414, -2.1529, 0.3530)
C (0.9182, -0.2908, 1.1726)
H (-1.1995, -0.2964, 1.2290)
H (-0.5066, -1.5010, 2.3569)
H (0.2449, -2.4766, -0.1854)
H (-1.5369, -1.8994, -0.2123)
H (1.3460, 0.1621, 2.0482)
H (1.6761, -0.9226, 0.7710)
H (-0.9565, -3.0391, 0.9102)
H (0.7237, 0.4097, 0.3676)
C (0.3275, 2.0238, -1.5520)
O (-0.4888, 2.6553, -2.5120)
H (-1.3702, 2.8362, -2.1737)
H (1.1748, 1.6967, -2.1403)
H (0.6756, 2.7074, -0.7769)
H (0.0212, 1.1143, -1.0394)

(6)
ORCA calculation (wB97M-V/def2-TZVPD) on a cluster of 2 separate species, C4H12O in total.

Output
2S+1: 1
Lowest unoccupied orbital energy, Eh: 0.032
Orbital gap, eV: 11.516
ΔE to the lowest compared entry with this formula, charge and spin, kcal/mol: 21.5
Molecular weight, g mol⁻¹: 76.14
HOMO, eV: -10.64
SMILES string: CCCC.O

Atoms and positions in Å:
C (1.6810, -0.8435, -0.4941)
C (-1.9985, 0.3371, -0.7699)
C (-0.5868, 0.4734, -0.1722)
C (0.4889, -0.0907, -1.1283)
H (1.6336, -1.9285, -0.5154)
H (1.5061, -0.7820, 0.6417)
H (2.6684, -0.3784, -0.6808)
H (-2.6412, 0.7306, 0.0384)
H (-2.0694, -0.6879, -1.1359)
H (-2.0896, 0.8403, -1.7305)
H (-0.5702, 0.1796, 0.8779)
H (-0.2440, 1.5243, -0.0651)
H (0.0291, -0.7282, -1.8925)
H (0.9337, 0.7514, -1.6597)
H (1.1160, 0.5343, 2.7813)
H (-0.0307, -0.4370, 2.9349)
O (0.1737, 0.5050, 2.9702)

(7)
ORCA calculation (wB97M-V/def2-TZVPD) on a cluster of 2 separate species, C4H12O2 in total.

Output
Net charge: -1
2S+1: 2
Lowest unoccupied orbital energy (spin up / spin down), Eh: 0.147 / 0.141
Orbital gap (spin up / spin down), eV: 2.943 / 10.218
<S²>: 0.750
ΔE to the lowest compared entry with this formula, charge and spin, kcal/mol: 15.5
Molecular weight, g mol⁻¹: 92.14
HOMO (spin up / spin down), eV: 1.06 / -6.39

Atoms and positions in Å:
C (-18.4004, 13.6800, 5.5063)
C (-18.2476, 13.6362, 4.0050)
O (-18.3878, 14.9944, 3.5949)
H (-18.7517, 14.6540, 5.8466)
H (-17.4421, 13.6889, 6.0255)
H (-19.0429, 12.8554, 5.8153)
H (-19.0706, 13.0801, 3.5561)
H (-17.3385, 13.2448, 3.5486)
H (-18.7556, 15.0132, 2.7083)
C (-16.5796, 17.9923, 3.6818)
C (-16.9514, 17.3895, 4.9724)
O (-18.3627, 17.3394, 5.0348)
H (-15.5325, 18.2900, 3.7363)
H (-17.1908, 18.8648, 3.4510)
H (-16.5912, 17.3423, 2.8069)
H (-16.5456, 17.8907, 5.8512)
H (-16.5278, 16.3852, 4.9796)
H (-18.6739, 16.5505, 4.5849)

(8)
ORCA calculation (wB97M-V/def2-TZVPD) on a cluster of 2 separate species, C4H12O2 in total.

Output
Net charge: -1
2S+1: 2
Lowest unoccupied orbital energy (spin up / spin down), Eh: 0.131 / 0.128
Orbital gap (spin up / spin down), eV: 2.334 / 10.149
<S²>: 0.750
ΔE to the lowest compared entry with this formula, charge and spin, kcal/mol: 14.8
Molecular weight, g mol⁻¹: 92.14
HOMO (spin up / spin down), eV: 1.22 / -6.67

Atoms and positions in Å:
C (-0.3411, -1.8794, -1.6228)
C (-1.2222, -0.7452, -1.0601)
C (-0.6743, 0.1556, 0.0588)
C (-1.4014, 1.5150, 0.0303)
O (0.6848, 0.5591, -0.1405)
H (-0.0367, -2.6140, -0.8786)
H (0.6921, -1.5331, -1.8537)
H (-0.7029, -2.1698, -2.6069)
H (-1.3095, -0.0336, -1.8799)
H (-2.1536, -1.1992, -0.6976)
H (-0.8563, -0.3020, 1.0345)
H (-1.3552, 2.1380, 0.9194)
H (-1.0908, 2.1171, -0.8221)
H (-2.4737, 1.2337, -0.0108)
H (1.2528, -0.1842, 0.1440)
H (3.7139, 1.6915, 2.6898)
H (3.8181, 0.4731, 3.7740)
O (3.4560, 0.7773, 2.9223)

(9)
ORCA calculation (wB97M-V/def2-TZVPD) on a cluster of 2 separate species, C4H12O2 in total.

Output
2S+1: 1
Lowest unoccupied orbital energy, Eh: 0.031
Orbital gap, eV: 11.119
ΔE to the lowest compared entry with this formula, charge and spin, kcal/mol: 7.0
Molecular weight, g mol⁻¹: 92.14
HOMO, eV: -10.28
SMILES string: CC[C@H](C)O.O

Atoms and positions in Å:
C (0.3776, 0.4394, 1.6734)
C (0.2360, -0.0521, 0.2313)
C (-1.2378, -0.3005, -0.1784)
C (-1.3539, -0.8991, -1.5632)
O (-2.0149, 0.8613, -0.1142)
H (0.0724, -0.3590, 2.3421)
H (-0.3089, 1.2503, 1.8943)
H (1.3941, 0.6960, 1.9485)
H (0.3708, 0.8093, -0.4216)
H (0.8487, -0.9279, 0.0584)
H (-1.7000, -1.0150, 0.5224)
H (-2.3905, -0.6791, -1.8463)
H (-0.7249, -0.3596, -2.2787)
H (-1.1663, -1.9343, -1.6590)
H (-1.9162, 1.2040, 0.7798)
H (2.9454, 1.1117, -0.1556)
H (3.0139, -0.2871, -0.7701)
O (3.5543, 0.4417, -0.4631)

(10)
ORCA calculation (wB97M-V/def2-TZVPD) on a cluster of 3 separate species, C4H12O2 in total.

Output
2S+1: 1
Lowest unoccupied orbital energy, Eh: 0.028
Orbital gap, eV: 9.593
ΔE to the lowest compared entry with this formula, charge and spin, kcal/mol: 38.3
Molecular weight, g mol⁻¹: 92.14
HOMO, eV: -8.84
SMILES string: C=CCC.O.O

Atoms and positions in Å:
C (0.2722, 1.7993, 0.9076)
C (-1.2080, 1.6426, 0.4812)
C (-1.2817, 1.8585, -1.0278)
C (-1.5453, 0.8052, -1.8078)
H (0.6407, 0.9028, 1.4300)
H (0.5157, 2.6958, 1.4742)
H (0.9210, 1.6367, 0.0564)
H (-1.5610, 0.6713, 0.7911)
H (-1.9725, 2.2727, 0.9519)
H (-1.0628, 2.8333, -1.4663)
H (-1.8515, 0.7846, -2.8467)
H (-1.3696, -0.1206, -1.2681)
H (2.0581, 0.9246, -1.5362)
H (1.7306, -0.3723, -2.2848)
O (1.3433, 0.3407, -1.7650)
H (1.8734, -6.1234, 3.2440)
H (0.8008, -6.1034, 2.3064)
O (1.6966, -6.4484, 2.3598)

(11)
ORCA calculation (wB97M-V/def2-TZVPD) on a cluster of 3 separate species, C4H12O2 in total.

Output
2S+1: 1
Lowest unoccupied orbital energy, Eh: 0.024
Orbital gap, eV: 10.667
ΔE to the lowest compared entry with this formula, charge and spin, kcal/mol: 20.7
Molecular weight, g mol⁻¹: 92.14
HOMO, eV: -10.01
SMILES string: C=CCC.O.O

Atoms and positions in Å:
C (1.3304, -0.7597, 1.5928)
C (0.4491, -1.9103, 1.0741)
C (-0.2179, -1.4977, -0.2075)
C (-1.4163, -0.9526, -0.2124)
H (2.0760, -1.0877, 2.3141)
H (1.8493, -0.3283, 0.7351)
H (0.7885, 0.0114, 2.1342)
H (-0.3414, -2.1254, 1.7956)
H (1.0758, -2.8063, 1.0316)
H (0.4003, -1.5008, -1.1056)
H (-1.9782, -0.4937, -1.0246)
H (-2.0051, -0.9284, 0.6996)
H (0.6443, 1.1421, -1.5901)
H (0.1641, 0.6274, -2.8897)
O (-0.0360, 1.3259, -2.2528)
H (-1.0610, 2.2831, 0.0689)
H (0.4121, 2.3864, 0.4627)
O (-0.3811, 2.9209, 0.3106)

(12)
ORCA calculation (wB97M-V/def2-TZVPD) on a cluster of 3 separate species, C4H12O2 in total.

Output
2S+1: 1
Lowest unoccupied orbital energy, Eh: 0.025
Orbital gap, eV: 9.843
ΔE to the lowest compared entry with this formula, charge and spin, kcal/mol: 26.6
Molecular weight, g mol⁻¹: 92.14
HOMO, eV: -9.16
SMILES string: C/C=C/C.O.O

Atoms and positions in Å:
C (0.0319, 0.6204, 0.8067)
C (-0.7875, 0.2335, -0.1556)
C (-2.0124, 0.8893, -0.7091)
C (1.0798, -0.3414, 1.3468)
H (0.0412, 1.6176, 1.2456)
H (-0.3036, -0.4877, -0.8153)
H (-1.7640, 1.5255, -1.5668)
H (-2.6963, 0.1225, -1.0746)
H (-2.5398, 1.4938, 0.0328)
H (1.7654, -0.6106, 0.5446)
H (0.5940, -1.2742, 1.6424)
H (1.5316, 0.0822, 2.2418)
H (2.9391, 1.2628, -1.1220)
H (1.4985, 1.6564, -1.2102)
O (2.3302, 1.9433, -0.8128)
H (-0.0439, -2.3506, 0.0332)
H (-1.0913, -3.2455, -0.6147)
O (-0.5728, -3.1373, 0.1873)

Question: Number 7 is which compound?
Answer: C4H12O2

Question: Which value of ΔE to the lowest compared entry with this formula, charge and spin does entry 4 give?
Answer: 67.9 kcal/mol